A 2-piece molecular cluster, C4H15N2O2 overall at a distorted geometry. Source: the OMol25 dataset; level of theory: ωB97M-V/def2-TZVPD.

```
23
Properties=species:S:1:pos:R:3:forces:R:3
N -1.4218 1.2127 0.1475 -0.019 1.730 2.291
C -0.5029 0.1702 1.0037 1.595 2.678 -1.482
C 0.8488 0.1167 0.2595 1.159 1.990 -0.778
C 1.9768 1.2063 0.5498 1.926 -1.069 1.716
O 0.5435 0.3588 -1.0715 0.261 -1.791 -2.822
C -1.2437 -1.1361 1.0638 1.076 -1.400 2.845
N -2.5072 -0.8499 1.7424 2.882 1.147 -0.841
H -2.3872 0.7679 0.2129 1.232 1.152 -0.103
H -1.4173 2.2898 0.5215 -0.274 -3.586 -0.721
H -1.0141 1.2912 -0.8029 -0.197 -0.727 0.260
H -0.1843 0.6906 1.9265 -1.336 -0.647 0.149
H 1.2059 -0.8857 0.4456 0.535 -0.313 -0.031
H 1.9551 2.2072 0.1158 -1.224 -0.183 -0.258
H 2.0817 1.3542 1.6443 0.032 -0.039 -0.378
H 3.0680 0.9279 0.2161 -2.235 -0.348 0.488
H 1.1072 -0.2052 -1.7025 -0.731 0.888 0.964
H -0.5100 -1.9210 1.6483 -1.812 1.869 -1.177
H -1.4444 -1.6484 0.1286 0.208 0.463 -0.448
H -2.4893 -0.9233 2.7192 -0.393 -0.315 1.203
H -3.2473 -1.1831 1.2487 -2.687 -1.482 -0.753
H 2.5643 -1.7111 -3.0916 0.266 -0.295 0.086
H 1.6048 -0.7733 -3.7048 -2.276 1.316 -4.924
O 1.9736 -0.9788 -2.9306 2.011 -1.037 4.716
```
Positions in Å, forces in eV/Å.

Results
E_LUMO, Ha: -0.108
Energy above the lowest of the compared OMol25 structures with the same formula, charge and spin, kJ/mol: 236.1
E_HOMO, eV: -13.5
Total charge: +1
Orbital gap, eV: 10.570



A 3-piece molecular cluster, C3H12N2O2 overall at a distorted geometry. Source: the OMol25 dataset; level of theory: ωB97M-V/def2-TZVPD.

```
19
Properties=species:S:1:pos:R:3:forces:R:3
C -1.8130 -0.8742 0.5971 0.607 0.302 -0.590
C -0.4854 -0.1109 0.6146 -1.868 -0.430 0.211
N 0.6286 -0.8283 1.1349 0.282 1.014 0.347
C -0.5434 1.2068 0.4009 1.151 -0.852 1.234
N 0.4191 2.1430 0.8392 -1.284 -0.064 -0.652
H -2.5064 -0.3481 -0.0536 -0.141 -0.050 -0.087
H -1.7053 -1.8929 0.2160 0.000 0.000 0.061
H -2.2602 -0.8996 1.5955 0.161 -0.141 -0.002
H 0.4457 -1.8102 1.2577 -0.258 -0.116 0.056
H 0.9057 -0.4399 2.0350 0.197 -0.242 -0.153
H -1.4457 1.6534 0.0157 -0.115 -0.016 0.002
H 1.3103 1.8515 1.2004 0.095 -0.049 -0.496
H 0.3623 2.8997 0.1874 1.028 0.689 0.240
O -0.5150 0.7556 -2.6662 -0.199 -0.068 -0.029
H -0.3095 0.5740 -3.6007 0.233 0.664 0.733
H -0.0657 1.5451 -2.3137 -0.052 -0.670 -0.821
O 2.5173 -1.9889 -0.8275 0.396 -0.198 -0.053
H 1.7926 -1.4902 -0.4199 0.338 0.126 0.243
H 3.2678 -1.9459 -0.2128 -0.571 0.104 -0.243
```
Positions in Å, forces in eV/Å.

Results
E_LUMO, Ha: 0.026
SMILES: C/C(N)=C/N.O.O
Energy above the lowest of the compared OMol25 structures with the same formula, charge and spin, kJ/mol: 145.2
E_HOMO, eV: -7.5
Orbital gap, eV: 8.262



A single C4H4N2O molecule at a distorted geometry. Source: the OMol25 dataset; level of theory: ωB97M-V/def2-TZVPD.

```
11
Properties=species:S:1:pos:R:3:forces:R:3
O 2.4248 -0.3648 0.0464 0.310 1.434 -0.287
C 1.5351 0.6164 -0.0568 0.076 -0.157 0.589
C 0.2032 0.3484 -0.0374 -0.076 -0.926 -0.067
C -0.9992 1.1295 0.0308 0.108 0.043 -0.327
N -2.0217 0.3086 0.0139 -0.728 2.261 0.426
C -1.4917 -0.9247 -0.0003 0.376 -1.746 -0.143
N -0.2010 -1.0178 -0.0451 0.637 0.645 0.184
H 1.9166 -1.1638 0.1597 -0.599 -1.122 -0.030
H 1.9807 1.6077 -0.0675 -0.152 -0.128 -0.123
H -1.0797 2.2149 0.1005 -0.103 -0.371 -0.119
H -2.1420 -1.7936 0.0370 0.152 0.067 -0.103
```
Positions in Å, forces in eV/Å.

Results
E_LUMO, Ha: -0.021
SMILES: O/C=C1/C=NC=N1
Energy above the lowest of the compared OMol25 structures with the same formula, charge and spin, kJ/mol: 100.4
E_HOMO, eV: -9.6
Orbital gap, eV: 9.077



C12H23BCsF4N4O3S as an isolated structure. Source: the OMol25 dataset; level of theory: ωB97M-V/def2-TZVPD.

```
49
Properties=species:S:1:pos:R:3:forces:R:3
Cs -1.4054 -0.9420 -0.9257 -0.311 0.194 0.053
N -0.9972 2.6202 -1.4542 0.077 -0.073 0.078
C -1.1303 2.7979 -0.0027 -0.009 0.059 -0.023
C -2.5473 3.2125 0.3967 0.036 -0.028 -0.004
C -3.5173 2.0629 0.6314 0.007 -0.023 -0.019
N -3.6618 1.2305 -0.5591 -0.048 0.085 0.043
H -0.0510 2.3253 -1.6837 0.027 0.066 -0.035
H -1.1284 3.5159 -1.9104 -0.019 -0.020 -0.050
H -0.4245 3.5458 0.3877 -0.001 0.004 -0.018
H -0.8642 1.8569 0.4861 -0.030 0.003 0.038
H -2.9545 3.8704 -0.3818 0.015 0.026 0.008
H -2.5003 3.8123 1.3096 -0.007 -0.012 0.011
H -4.4734 2.4753 0.9819 -0.002 0.004 0.007
H -3.1363 1.4368 1.4457 -0.001 -0.008 -0.003
H -3.8737 1.8271 -1.3507 0.009 -0.073 -0.060
H -4.4359 0.5803 -0.4407 -0.017 0.015 0.022
F -4.0057 -1.8559 0.0984 0.102 -0.021 0.037
B -5.4314 -1.9508 -0.0198 0.079 0.004 -0.045
F -5.7318 -2.5662 -1.2376 -0.024 0.000 -0.005
F -5.9364 -2.6718 1.0558 -0.021 -0.013 0.014
F -5.9398 -0.6286 -0.0093 -0.031 0.006 -0.002
C 2.0626 -3.9330 -0.7340 0.009 -0.022 -0.004
C 1.4644 -2.5312 -0.6647 0.263 -0.144 0.094
O 1.1635 -1.9592 -1.7208 0.021 -0.043 -0.045
O 1.3063 -2.0572 0.5126 -0.041 -0.045 -0.015
H 2.6163 -4.0722 -1.6605 -0.006 0.025 -0.005
H 1.2521 -4.6647 -0.7097 -0.033 0.036 -0.010
H 2.7023 -4.1249 0.1260 0.013 -0.016 -0.028
C -0.5366 -0.3904 2.7285 -0.012 0.011 -0.004
O 0.3949 0.1117 1.7906 -0.079 -0.143 -0.092
H -0.2047 -1.3383 3.1615 -0.004 0.006 0.004
H -1.5289 -0.5483 2.2858 -0.010 -0.016 0.023
H -0.6449 0.3385 3.5325 -0.004 0.006 -0.002
H 0.7300 -0.6551 1.2640 0.067 0.145 0.034
N 4.0927 -1.8723 1.1449 -0.053 0.053 -0.012
C 4.7480 -1.1271 0.2555 -0.098 -0.065 0.092
S 6.3656 -1.2456 -0.0516 0.167 -0.051 -0.011
C 3.8940 -0.1265 -0.4379 -0.031 0.002 -0.149
C 3.9106 0.0028 -1.8209 -0.037 0.101 0.065
C 3.0544 0.9199 -2.4050 0.033 -0.009 0.022
N 2.2360 1.7146 -1.7140 -0.047 -0.058 -0.063
C 2.2411 1.5850 -0.3901 -0.027 0.062 0.054
C 3.0344 0.6793 0.2918 0.024 -0.041 -0.031
H 4.6157 -2.5801 1.6334 0.011 0.002 0.005
H 3.0655 -1.9056 1.1434 0.063 -0.020 -0.019
H 4.5624 -0.6125 -2.4244 0.010 -0.017 0.019
H 3.0194 1.0183 -3.4841 -0.001 0.011 0.001
H 1.5644 2.2255 0.1630 -0.004 -0.007 0.019
H 2.9652 0.5939 1.3666 -0.025 0.040 0.011
```
Positions in Å, forces in eV/Å.

Results
E_LUMO, Ha: 0.075
Energy above the lowest of the compared OMol25 structures with the same formula, charge and spin, kJ/mol: 10.4
E_HOMO, eV: -6.3
Total charge: -1
Orbital gap, eV: 8.304



A 2-piece molecular cluster, C3H8NO overall at a distorted geometry. Source: the OMol25 dataset; level of theory: ωB97M-V/def2-TZVPD.

```
13
Properties=species:S:1:pos:R:3:forces:R:3
C -0.3723 -0.6232 -1.2615 -3.443 -3.379 0.015
C 0.2586 2.1450 1.4583 1.048 -0.457 0.996
C 1.1702 1.1877 1.6791 -1.858 3.015 -0.508
N -0.6602 -2.8668 -1.8095 -0.655 -1.273 -1.285
O 0.0331 -1.7394 -1.6006 1.731 -0.514 -0.065
H -1.4072 -0.5308 -1.0417 -0.929 0.477 0.227
H -0.6666 1.8707 1.0663 -1.573 -0.328 -0.889
H 0.2905 3.1910 1.8022 0.528 -0.704 -0.208
H 0.3161 0.0767 -1.1395 3.127 3.177 0.284
H 2.0430 1.4372 2.1332 2.555 0.767 1.338
H 1.1352 0.1980 1.4193 -0.734 -2.369 -0.771
H -0.0522 -3.6048 -2.1682 0.103 0.663 0.349
H -1.4217 -3.1901 -1.2214 0.100 0.926 0.518
```
Positions in Å, forces in eV/Å.

Results
E_LUMO, Ha: -0.237
Energy above the lowest of the compared OMol25 structures with the same formula, charge and spin, kJ/mol: 518.6
E_HOMO, eV: -13.4
Total charge: +1
Orbital gap, eV: 6.954



A 12-piece molecular cluster, C31H91N5O12 overall at a distorted geometry. Source: the OMol25 dataset; level of theory: ωB97M-V/def2-TZVPD.

```
139
Properties=species:S:1:pos:R:3:forces:R:3
C -1.9139 -5.2478 -3.7606 0.012 0.000 -0.428
O -2.8083 -6.2661 -4.1486 0.091 0.041 -0.366
C -2.6769 -7.4263 -3.3797 -1.148 -1.010 0.712
C -3.1625 -8.6757 -4.1745 0.396 0.301 -0.054
C -4.6109 -8.6202 -4.6749 0.913 0.753 -0.138
N -3.0392 -9.8955 -3.3935 0.403 -0.236 0.905
H -2.0922 -4.3877 -4.4059 -0.085 -0.037 0.074
H -0.8901 -5.5832 -3.9260 0.241 0.020 0.130
H -2.0373 -4.9478 -2.7200 -0.085 -0.026 0.171
H -1.6675 -7.5850 -3.0004 0.479 -0.053 -0.419
H -3.2606 -7.3245 -2.4648 -0.404 0.002 0.245
H -2.4317 -8.6876 -4.9832 -0.303 -0.060 -0.760
H -4.7061 -7.7609 -5.3387 -0.228 -0.016 -0.018
H -5.2954 -8.5060 -3.8344 -0.009 -0.127 -0.025
H -4.8293 -9.5257 -5.2409 -0.130 0.002 0.070
H -3.3089 -10.7248 -3.9030 -0.415 0.176 -0.305
H -2.0816 -10.0975 -3.1437 0.261 0.281 0.209
C 6.3151 8.0689 2.6519 0.027 -0.721 0.290
O 5.2410 7.1727 2.4448 0.402 0.137 -0.305
C 4.1088 7.5447 3.1808 -0.037 0.011 0.831
C 3.6914 9.0171 3.0010 -0.489 -1.057 -0.922
C 2.5138 9.3967 3.8567 0.000 0.165 0.333
N 3.3012 9.2155 1.6142 0.006 0.965 -0.292
H 6.3794 8.3400 3.7058 -0.069 0.272 0.188
H 6.1718 8.9618 2.0434 0.484 0.062 -0.054
H 7.2307 7.5125 2.4516 0.007 0.287 -0.478
H 3.3491 6.8220 2.8829 -0.457 0.422 -0.264
H 4.2705 7.3103 4.2330 0.294 0.180 0.499
H 4.4936 9.7257 3.2069 0.189 -0.290 0.155
H 1.6299 8.8234 3.5771 -0.097 0.005 -0.010
H 2.3315 10.4571 3.6821 -0.265 -0.059 0.122
H 2.7060 9.2360 4.9175 0.002 0.003 0.035
H 2.4805 8.6759 1.3786 0.096 -0.146 -0.127
H 4.0498 9.0371 0.9600 -0.098 -0.248 -0.011
C 7.8116 -5.7304 0.3563 -0.320 -0.763 0.517
O 6.4267 -5.9400 0.4657 -0.180 -0.805 -1.428
C 5.8616 -5.5177 1.6608 -0.551 0.509 -0.851
C 4.3499 -5.8487 1.6953 0.750 0.947 -0.327
C 3.5194 -5.1599 0.6279 0.716 -1.252 -0.664
N 3.8066 -5.3668 2.9290 -0.591 -0.816 0.974
H 8.2302 -6.2724 1.2043 0.753 0.210 0.119
H 8.0901 -4.6768 0.3765 0.008 0.159 0.036
H 8.1647 -6.2098 -0.5568 -0.117 0.180 -0.028
H 6.4055 -5.9097 2.5202 -0.056 -0.241 0.301
H 5.9850 -4.4352 1.6281 -0.246 0.538 0.721
H 4.1980 -6.9182 1.5501 0.112 -0.127 0.409
H 3.5032 -4.0776 0.7564 -0.151 -0.090 -0.125
H 2.5476 -5.6471 0.7072 -0.271 0.631 -0.030
H 3.9353 -5.4777 -0.3282 -0.056 0.541 -0.346
H 4.0265 -6.0025 3.6824 0.137 0.436 0.378
H 4.1189 -4.4220 3.1023 0.053 -0.028 0.356
C 10.4273 0.1717 -0.7742 0.388 0.991 0.370
O 9.0762 0.4190 -1.0433 -0.487 -0.337 0.026
C 8.3345 1.0397 0.0011 0.484 -0.011 -0.435
C 6.9655 1.2939 -0.5283 -0.336 0.414 -1.772
C 6.9222 2.2980 -1.7133 0.829 -0.830 -0.618
N 6.0966 1.7920 0.4871 -0.816 -0.039 0.897
H 10.9245 1.1318 -0.6361 0.291 0.256 0.144
H 10.9352 -0.2868 -1.6227 -0.468 -0.294 0.010
H 10.5915 -0.3859 0.1479 -0.104 -0.383 0.003
H 8.2302 0.4208 0.8923 0.272 -0.281 0.099
H 8.7656 1.9956 0.2986 0.478 0.215 0.067
H 6.5942 0.3178 -0.8406 -0.186 -0.027 -0.222
H 5.9419 2.4800 -2.1538 -0.377 -0.102 0.594
H 7.4760 1.9294 -2.5768 0.436 0.006 0.092
H 7.3478 3.2548 -1.4105 0.033 0.071 0.062
H 6.4244 2.7001 0.7840 0.147 0.262 0.224
H 5.2636 2.0022 -0.0439 -0.614 0.082 0.492
C -9.2783 -4.4908 -6.6494 0.802 -0.457 0.465
O -8.4539 -3.8739 -5.6718 -0.821 0.629 0.455
C -9.1919 -3.2480 -4.6004 1.299 0.202 -0.006
C -8.1389 -2.5046 -3.7325 0.053 -0.288 -0.241
C -7.3299 -1.5158 -4.4967 -0.041 1.467 -0.685
N -7.1432 -3.3880 -3.1656 -0.303 -0.955 0.382
H -9.5693 -3.7991 -7.4400 -0.218 0.067 0.070
H -10.1273 -4.9886 -6.1808 -0.313 0.176 -0.064
H -8.6566 -5.2854 -7.0619 -0.080 0.055 -0.319
H -9.9449 -2.5366 -4.9395 -0.094 0.027 -0.391
H -9.6837 -4.0347 -4.0281 -0.163 -0.061 0.211
H -8.5839 -1.9318 -2.9189 -0.561 -0.303 0.072
H -7.9716 -0.7089 -4.8508 0.006 0.107 -0.286
H -6.7885 -1.9295 -5.3474 -0.107 -0.166 0.053
H -6.6129 -1.0553 -3.8170 0.070 -0.082 -0.027
H -7.6446 -4.1622 -2.7540 0.051 -0.319 0.517
H -6.6966 -3.8245 -3.9594 0.445 -0.103 -0.192
C -2.9553 -2.4114 4.1412 -0.056 0.154 -0.159
C -3.4382 -3.0987 2.8890 0.870 -1.305 0.655
O -4.3907 -2.2833 2.2942 -0.506 0.838 -0.632
H -2.1135 -2.9315 4.5984 -0.273 -0.236 0.163
H -3.8205 -2.3353 4.7998 0.304 0.152 0.360
H -2.5845 -1.4162 3.8960 -0.174 0.113 -0.014
H -3.8597 -4.0728 3.1371 -0.414 -0.147 0.323
H -2.5814 -3.4111 2.2921 0.129 0.669 -0.706
H -4.5632 -2.5209 1.3802 0.081 -0.195 0.007
C 0.2578 7.1565 -3.7022 0.934 -0.125 -0.066
C -1.0243 7.1683 -2.8975 0.446 -0.400 -1.215
O -0.7140 7.2211 -1.5356 0.023 -0.030 0.738
H 0.9368 6.3175 -3.5500 -0.372 -0.402 0.662
H 0.8697 8.0125 -3.4175 -0.144 0.294 -0.308
H 0.1264 7.0973 -4.7827 -0.455 0.564 -0.006
H -1.5911 6.2649 -3.1224 -0.263 -0.073 -0.070
H -1.5995 8.0431 -3.2008 -0.233 0.076 -0.023
H -1.5516 7.1297 -1.0756 0.061 0.070 0.311
C -8.2726 0.2841 4.4356 -0.144 0.417 0.478
C -7.2367 1.4057 4.5247 -0.153 -0.659 0.690
O -6.5365 1.5549 3.3353 0.228 0.525 -1.418
H -8.9018 0.3948 3.5524 0.224 0.030 -0.183
H -8.9609 0.3582 5.2776 0.070 -0.186 0.207
H -7.8093 -0.7025 4.4466 -0.008 -0.014 -0.091
H -6.4548 1.2077 5.2579 -0.415 -0.205 0.785
H -7.7182 2.3432 4.8032 0.070 0.111 -0.303
H -6.2136 0.6829 3.0964 0.172 -0.056 -0.180
C -1.0510 4.3022 5.8006 -0.227 0.207 0.656
C -0.4408 4.5607 7.2072 0.434 0.470 -1.439
O -0.9504 5.7593 7.7533 -0.653 0.239 0.420
H -2.1266 4.1799 5.9284 -0.080 -0.558 -0.014
H -0.6116 3.4800 5.2358 -0.096 -0.197 0.343
H -1.0053 5.1612 5.1311 0.541 0.362 0.203
H 0.6294 4.7544 7.1353 0.263 -0.571 -0.161
H -0.6106 3.7335 7.8964 -0.146 -0.009 -0.073
H -1.4645 6.2054 7.0763 -0.032 0.056 0.058
C -0.4536 1.6516 -0.2999 -0.775 0.437 -0.139
O 0.4691 2.7056 -0.3967 0.986 0.193 -0.200
H -0.6577 1.3778 0.7352 0.320 -0.349 0.098
H -1.4285 1.9127 -0.7116 -0.121 0.122 -0.234
H -0.0710 0.8315 -0.9076 0.073 -0.097 0.370
H 0.1263 3.5915 -0.2578 -0.471 -0.287 0.095
C -2.4752 2.1159 -7.2506 -1.073 -0.528 0.002
O -1.6507 1.1861 -7.9247 0.497 0.180 -0.044
H -2.3125 3.1465 -7.5659 0.373 -0.221 -0.059
H -3.5004 1.8456 -7.5037 -0.356 0.445 0.032
H -2.4179 2.0213 -6.1662 0.364 0.188 0.141
H -2.1203 0.3492 -7.8965 0.193 -0.066 -0.070
C 3.4237 -0.3032 5.7487 0.335 -0.888 0.627
O 4.3981 -0.8576 4.8901 0.092 0.348 -0.706
H 3.7667 0.6191 6.2175 -0.085 0.149 -0.024
H 2.4471 -0.1743 5.2821 -0.019 0.064 -0.089
H 3.3690 -1.0866 6.5045 -0.518 0.355 0.352
H 4.4868 -0.2663 4.1390 0.209 -0.038 -0.201
```
Positions in Å, forces in eV/Å.

Results
E_LUMO, Ha: 0.003
SMILES: COC[C@H](C)N.COC[C@H](C)N.COC[C@H](C)N.COC[C@H](C)N.COC[C@H](C)N.CCO.CCO.CCO.CCO.CO.CO.CO
Energy above the lowest of the compared OMol25 structures with the same formula, charge and spin, kJ/mol: 361.5
E_HOMO, eV: -8.9
Orbital gap, eV: 8.980



C4H8CuLiO2 as an isolated structure at a distorted geometry. Source: the OMol25 dataset; level of theory: ωB97M-V/def2-TZVPD.

```
16
Properties=species:S:1:pos:R:3:forces:R:3
H 1.3942 -0.1069 -0.9802 -0.280 -0.846 0.791
C 0.3106 -0.8817 -0.3924 0.075 2.113 2.792
H -0.1030 -1.8573 -0.0629 0.096 -0.533 -0.511
H 1.2000 -1.5238 -0.4552 0.920 0.806 -0.539
C -0.9998 -0.1385 -0.6973 0.815 0.981 -1.372
C -2.1998 -0.6082 0.0446 0.150 -0.875 1.014
O -2.9615 0.1113 0.6687 0.274 0.282 -0.678
Li -3.5611 1.8500 0.8532 -0.227 -0.106 0.155
H -0.9239 0.9527 -0.5931 0.191 -0.221 0.028
H -2.3696 -1.7036 0.0671 -0.097 0.264 -0.094
H -1.2439 -0.3151 -1.7610 -0.177 0.040 0.094
C 1.6453 0.5620 0.9512 -0.293 -1.478 -1.299
H 2.0995 -0.1601 1.6484 -0.714 0.602 0.268
H 0.8892 1.3255 1.1955 0.251 -0.590 0.350
O 2.3684 0.7899 -0.1174 0.044 0.050 -1.112
Cu 4.4551 1.7037 -0.3693 -1.028 -0.489 0.114
```
Positions in Å, forces in eV/Å.

Results
E_LUMO (alpha / beta), Ha: -0.298 / -0.298
Energy above the lowest of the compared OMol25 structures with the same formula, charge and spin, kJ/mol: 603.7
E_HOMO (alpha / beta), eV: -15.3 / -15.3
Total charge: +2
Orbital gap (alpha / beta), eV: 7.160 / 7.160



Which of these has the lowest energy above the lowest of the compared OMol25 structures with the same formula, charge and spin?
C12H23BCsF4N4O3S



What is the energy above the lowest of the compared OMol25 structures with the same formula, charge and spin in the fourth record?
10.4 kJ/mol



Among the records above, which one has the highest energy above the lowest of the compared OMol25 structures with the same formula, charge and spin?
C4H8CuLiO2



What is the formula in the seventh record?
C4H8CuLiO2